No. 1
9
Properties=species:S:1:pos:R:3 method="wB97M-V/def2-TZVPD" homo_ev=-8.90 relative_energy_kcal_mol=6.8 orbital_gap_ev=9.75 e_tot_ev=-14016.551 smiles=CS.O
C -0.56569 1.74190 0.28348
S -1.87461 0.45138 0.30449
H 0.42152 1.25843 0.37461
H -0.69114 2.44655 1.12273
H -0.59282 2.31113 -0.66089
H -2.12137 0.87134 1.56355
O 1.49492 -2.83878 -0.83017
H 1.60569 -3.80486 -0.98072
H 2.32350 -2.43708 -1.17708



No. 2
88
Properties=species:S:1:pos:R:3 method="wB97M-V/def2-TZVPD" homo_ev=-8.27 orbital_gap_ev=7.19 e_tot_ev=-117012.141
Al 1.83255 0.56999 1.06888
C -4.71146 -2.02928 -3.00699
S -3.18577 -2.95276 -3.32773
C -2.81658 -3.49333 -1.62787
C -2.12525 -2.41362 -0.81425
C -0.75274 -2.09290 -1.40416
N 0.02320 -1.19878 -0.56773
P 0.92397 -1.72154 0.76177
C 1.14987 -3.51512 0.49857
C 2.25689 -3.93438 -0.23141
C 2.44973 -5.27905 -0.49312
C 1.53768 -6.21229 -0.02596
C 0.43799 -5.80007 0.70913
C 0.24371 -4.45705 0.97514
C -0.20979 -1.67231 2.18785
C -1.36069 -0.89282 2.17107
C -2.16224 -0.81521 3.29628
C -1.81041 -1.50462 4.44508
C -0.63517 -2.23994 4.48493
C 0.16857 -2.31776 3.36311
P 0.38364 0.48755 -0.91739
C 0.95488 0.31353 -2.63132
C 0.59914 1.23681 -3.60874
C 1.08451 1.09466 -4.89476
C 1.93134 0.04455 -5.21147
C 2.30095 -0.86637 -4.23583
C 1.81527 -0.73042 -2.94853
C -1.29149 1.17735 -1.00698
C -1.73632 1.91994 0.08393
C -3.02755 2.41388 0.10798
C -3.87467 2.18511 -0.96386
C -3.43070 1.46270 -2.05955
C -2.14461 0.95071 -2.08167
H -5.00249 -1.56918 -3.94471
H -4.52603 -1.26468 -2.25896
H -5.48176 -2.71837 -2.67165
H -2.16401 -4.35983 -1.72995
H -3.75368 -3.80637 -1.16989
H -2.00028 -2.76475 0.21162
H -2.72609 -1.50230 -0.78146
H -0.87879 -1.63070 -2.38675
H -0.19965 -3.03103 -1.54718
H 2.96583 -3.19805 -0.58550
H 3.30964 -5.60297 -1.05952
H 1.68400 -7.26155 -0.23271
H -0.27301 -6.52689 1.07528
H -0.60974 -4.13986 1.55606
H -1.62815 -0.35435 1.27137
H -3.06461 -0.22209 3.27351
H -2.44583 -1.45522 5.31566
H -0.34909 -2.76044 5.38613
H 1.08886 -2.88598 3.37866
H -0.03584 2.07300 -3.35875
H 0.80667 1.81393 -5.64888
H 2.31042 -0.05973 -6.21703
H 2.97127 -1.67743 -4.47757
H 2.09693 -1.43544 -2.17759
H -1.06316 2.11800 0.90906
H -3.36779 2.99112 0.95620
H -4.87996 2.58013 -0.94891
H -4.08088 1.30509 -2.90916
H -1.80423 0.39422 -2.94333
O 1.64092 1.73604 6.83817
C 1.56853 1.41325 5.68359
C 0.82324 2.16776 4.57659
O 0.06863 3.10388 4.72941
C 1.24577 1.50724 3.36007
C 2.09893 0.44653 3.60039
O 2.58030 -0.16772 2.54932
C 2.24974 0.20194 5.03262
O 2.74040 -0.73575 5.61653
O 0.97491 1.74833 2.07649
O 0.98816 4.25866 -3.00388
S 0.49943 3.99849 -1.68335
O -0.91590 4.00914 -1.50503
N 1.21360 2.54145 -1.15963
C 2.28254 2.80790 -0.47206
S 3.47640 1.63177 -0.10694
C 2.43573 4.19817 -0.04111
C 3.38555 4.73035 0.81894
C 3.26349 6.06444 1.17803
C 2.21670 6.84621 0.70855
C 1.27204 6.31941 -0.16714
C 1.41444 5.00511 -0.53029
H 4.18303 4.11373 1.20220
H 3.99398 6.50092 1.84059
H 2.12932 7.87589 1.02111
H 0.45309 6.91143 -0.54165



No. 3
49
Properties=species:S:1:pos:R:3 method="wB97M-V/def2-TZVPD" homo_ev=-7.68 relative_energy_kcal_mol=40.3 orbital_gap_ev=6.99 e_tot_ev=-32188.575 smiles="CCOc1nc2ccccc2nc1C(=O)N1CCN(c2ccccc2)CC1"
C 3.82174 4.65011 1.49225
C 2.31367 4.71105 1.23961
O 1.79524 3.33534 1.16984
C 0.42230 3.16447 1.01366
N -0.27942 4.24839 0.57053
C -1.61871 4.05352 0.38127
C -2.42065 5.09521 -0.00407
C -3.78571 4.96262 -0.20740
C -4.32125 3.64287 -0.14578
C -3.52531 2.57656 0.21445
C -2.17918 2.75506 0.56578
N -1.49449 1.69450 1.02550
C -0.16222 1.87764 1.22344
C 0.62634 0.68853 1.53746
O 1.36507 0.75947 2.52389
N 0.45483 -0.54268 0.90788
C -0.36681 -0.76812 -0.30137
C 0.24610 -1.83350 -1.25382
N 0.44191 -3.11191 -0.60945
C 0.38904 -4.33302 -1.29522
C 0.74124 -4.46313 -2.62400
C 0.71959 -5.73295 -3.22597
C 0.28594 -6.80277 -2.49832
C -0.12668 -6.72023 -1.15619
C -0.01920 -5.46328 -0.56320
C 0.54741 -3.03661 0.88966
C 1.13042 -1.71467 1.46329
H 3.97836 4.07085 2.43534
H 4.29839 4.11517 0.67415
H 4.25214 5.67884 1.56249
H 1.78194 5.25707 2.03579
H 2.12574 5.24961 0.34506
H -1.97815 6.09810 -0.09451
H -4.44714 5.76727 -0.40324
H -5.37227 3.50531 -0.33656
H -3.96157 1.59709 0.24704
H -1.39221 -1.08649 0.02414
H -0.47219 0.16589 -0.85415
H 1.14578 -1.43775 -1.66995
H -0.39935 -2.03097 -2.11368
H 1.01254 -3.61363 -3.20675
H 0.99723 -5.88844 -4.30493
H 0.23848 -7.78989 -2.94662
H -0.44431 -7.55214 -0.55454
H -0.30883 -5.38332 0.47217
H -0.47777 -3.09415 1.35290
H 1.18972 -3.84002 1.26071
H 1.06395 -1.77177 2.55646
H 2.16828 -1.70909 1.18496